Molecular formula: C59H55Cl2N5P3SiTi
Method: DFT, ωB97M-V/def2-TZVPD

Calculated values
Net charge: +2
HOMO-LUMO gap (alpha / beta) in Eh: 0.2954 / 0.2888
Expectation value of S²: 0.770
Lowest unoccupied orbital energy (alpha / beta) in eV: -4.37 / -4.23
Largest force on an atom in eV Å⁻¹: 0.73
Relative energy (zero: lowest compared OMol25 entry of this formula, charge and spin) in kcal/mol: 13.5
2S+1: 2

Each line ends with the Mulliken charge.
Geometry (Å):
Ti: 0.6557 0.7552 0.1805  -1.03
C: 5.9726 -2.3511 -2.0279  -0.96
C: 5.9549 -2.7143 -0.6879  -0.82
C: 4.8457 -2.4385 0.0957  -0.83
C: 3.7329 -1.7987 -0.4552  0.68
C: 3.7742 -1.4220 -1.7949  0.40
C: 4.8800 -1.7003 -2.5819  -1.01
P: 2.2458 -1.4477 0.5312  2.08
C: 2.9550 -1.3896 2.2226  0.84
C: 3.6542 -0.2403 2.5985  -0.64
C: 4.2231 -0.1344 3.8535  -0.70
C: 4.1005 -1.1806 4.7658  -0.84
C: 3.4067 -2.3207 4.4051  -0.78
C: 2.8337 -2.4243 3.1388  -0.41
C: 1.2283 -2.9662 0.5231  -0.68
C: 1.8408 -4.2200 0.5567  -0.15
C: 1.0793 -5.3725 0.5032  -1.10
C: -0.3045 -5.2808 0.4034  -1.10
C: -0.9106 -4.0380 0.3487  -0.55
C: -0.1672 -2.8512 0.4045  1.34
Si: -1.0016 -1.1865 0.1009  -0.65
C: -2.0253 -1.2715 -1.4669  0.71
C: -3.2523 -1.9389 -1.5182  0.32
C: -4.0343 -1.9164 -2.6587  -0.80
C: -3.6035 -1.2177 -3.7809  -1.23
C: -2.3794 -0.5740 -3.7675  -0.13
C: -1.5988 -0.5976 -2.6157  0.74
P: 0.1510 -0.0860 -2.5878  2.07
C: 0.7719 -1.5263 -3.5649  0.39
C: 0.8196 -1.4660 -4.9561  -1.04
C: 1.1420 -2.5912 -5.6986  -0.82
C: 1.4111 -3.7967 -5.0643  -0.89
C: 1.3511 -3.8678 -3.6801  -0.80
C: 1.0339 -2.7389 -2.9415  0.38
C: 0.3673 1.2953 -3.7382  0.47
C: -0.6755 2.1626 -4.0427  -0.84
C: -0.4544 3.2748 -4.8438  -0.75
C: 0.8137 3.5321 -5.3444  -0.92
C: 1.8611 2.6677 -5.0475  -0.57
C: 1.6386 1.5558 -4.2493  -0.29
C: -2.2624 -0.7995 1.4785  1.44
C: -2.8230 -1.7556 2.3221  -0.08
C: -3.7505 -1.4129 3.3002  -0.61
C: -4.1594 -0.0960 3.4314  -1.32
C: -3.6349 0.8758 2.5865  -0.07
C: -2.6694 0.5436 1.6459  -0.93
P: -2.0608 1.6839 0.3427  1.20
C: -3.4972 1.6752 -0.7987  1.73
C: -4.5945 0.8450 -0.6149  -0.48
C: -5.6874 0.9310 -1.4686  -0.82
C: -5.6945 1.8307 -2.5201  -0.78
C: -4.5904 2.6468 -2.7285  -0.84
C: -3.5045 2.5644 -1.8750  -0.54
C: -2.0157 3.3795 1.0397  1.44
C: -2.0863 3.6205 2.4112  -0.18
C: -2.0299 4.9130 2.9144  -1.17
C: -1.8839 5.9943 2.0581  -0.78
C: -1.7777 5.7660 0.6929  -1.11
C: -1.8407 4.4743 0.1938  -0.48
H: 6.8395 -2.5690 -2.6354  0.42
H: 6.8076 -3.2136 -0.2500  0.48
H: 4.8579 -2.7233 1.1405  0.47
H: 2.9304 -0.9070 -2.2359  0.23
H: 4.8844 -1.4114 -3.6238  0.55
H: 3.7606 0.5905 1.9093  0.47
H: 4.7730 0.7568 4.1203  0.51
H: 4.5566 -1.1050 5.7423  0.43
H: 3.3166 -3.1439 5.1001  0.54
H: 2.2921 -3.3248 2.8833  0.43
H: 2.9194 -4.2996 0.6041  0.53
H: 1.5603 -6.3390 0.5255  0.47
H: -0.9017 -6.1783 0.3450  0.50
H: -1.9841 -3.9962 0.2204  0.34
H: -3.6251 -2.4581 -0.6429  0.28
H: -4.9868 -2.4266 -2.6743  0.52
H: -4.2140 -1.1908 -4.6727  0.47
H: -2.0289 -0.0826 -4.6669  0.52
H: 0.6051 -0.5429 -5.4814  0.46
H: 1.1777 -2.5233 -6.7768  0.48
H: 1.6603 -4.6721 -5.6464  0.44
H: 1.5537 -4.7989 -3.1695  0.56
H: 0.9876 -2.8285 -1.8615  -0.37
H: -1.6689 1.9746 -3.6575  0.26
H: -1.2750 3.9357 -5.0850  0.55
H: 0.9825 4.3913 -5.9770  0.44
H: 2.8470 2.8521 -5.4530  0.52
H: 2.4598 0.8761 -4.0430  0.46
H: -2.5375 -2.7959 2.2205  0.33
H: -4.1717 -2.1761 3.9401  0.50
H: -4.9054 0.1748 4.1648  0.45
H: -4.0294 1.8824 2.6495  0.67
H: -4.6252 0.1261 0.1915  0.18
H: -6.5375 0.2844 -1.3021  0.49
H: -6.5506 1.8973 -3.1759  0.43
H: -4.5736 3.3507 -3.5490  0.48
H: -2.6582 3.2120 -2.0626  -0.13
H: -2.1733 2.7998 3.1108  0.28
H: -2.1147 5.0717 3.9812  0.53
H: -1.8600 7.0015 2.4478  0.42
H: -1.6573 6.5967 0.0112  0.52
H: -1.7508 4.3405 -0.8755  0.15
C: -0.2046 -1.7840 4.5563  -1.25
N: 0.1274 -0.3661 4.6123  0.83
C: 0.1762 0.1935 5.9549  -1.30
C: 0.3673 0.3893 3.5103  -0.99
N: 0.4314 -0.0320 2.2902  1.46
N: 0.5704 1.7361 3.7851  0.50
C: 0.9244 2.7056 2.8836  -0.68
N: 1.1502 3.9200 3.4440  -0.37
N: 1.0513 2.4754 1.6189  0.55
H: -1.1673 -1.9476 5.0395  0.61
H: 0.5674 -2.3613 5.0639  0.49
H: -0.2897 -2.1546 3.5402  0.06
H: 0.0312 -0.6177 6.6637  0.38
H: -0.6218 0.9210 6.1279  0.34
H: 1.1518 0.6338 6.1761  0.40
H: 0.2773 -1.0357 2.3098  -2.09
H: 0.5459 2.0144 4.7522  0.33
H: 0.8964 4.1053 4.3992  0.19
H: 1.1869 4.7254 2.8387  0.22
H: 1.2719 3.3591 1.1617  -0.03
Cl: 3.1851 1.5523 -0.6251  0.05
C: 2.6779 3.0924 -1.3570  -0.65
Cl: 0.9017 3.2035 -1.2568  0.16
H: 2.9588 3.0910 -2.4071  0.34
H: 3.1160 3.9161 -0.8012  0.53